Density functional theory data (ωB97M-V/def2-TZVPD) for a cluster of 15 separate species, C72H162O42P6S9 in total in a non-equilibrium geometry.

Structure (XYZ):
```
291
Properties=species:S:1:pos:R:3:forces:R:3
C 4.905 -9.352 2.716 1.5364 -0.8375 -1.1599
C 5.085 -10.879 3.003 -0.4062 0.8085 0.0791
C 3.679 -11.493 2.979 -0.0356 0.6487 1.0240
S 2.600 -10.088 3.700 -0.7608 0.2735 -1.2934
O 2.285 -10.380 5.088 0.1471 0.0568 -1.0499
O 1.554 -9.724 2.726 1.1769 -0.7169 1.3701
C 3.864 -8.757 3.618 0.2900 -1.0816 0.5145
H 4.751 -9.274 1.640 -0.5621 0.3868 0.0107
H 5.900 -8.937 2.878 -0.1149 0.4527 0.1005
H 5.612 -10.935 3.956 -0.3661 -0.4449 0.2466
H 5.757 -11.311 2.261 -0.1801 -0.0548 -0.0640
H 3.517 -12.341 3.644 0.1137 0.1565 0.1337
H 3.380 -11.811 1.981 -0.2759 0.5735 0.0142
H 4.337 -8.723 4.600 -0.3875 0.1496 0.2470
H 3.446 -7.783 3.366 -0.1827 -0.3709 -0.1779
C -1.766 -6.191 -13.212 0.3314 -0.9305 -0.4177
C -1.355 -6.694 -11.811 -0.4881 -0.5132 0.1179
C -2.475 -6.459 -10.799 -0.3451 0.8650 -0.8724
S -3.269 -4.923 -11.482 -0.0492 0.6468 1.2885
O -2.850 -3.765 -10.683 -0.7731 -1.1339 -0.5475
O -4.685 -5.206 -11.727 1.5227 0.4444 -0.0314
C -2.298 -4.796 -13.029 -0.4798 -0.4415 0.1907
H -2.483 -6.788 -13.776 -0.3807 -0.3700 0.6387
H -0.886 -6.298 -13.846 0.1629 0.6466 -0.0419
H -0.467 -6.125 -11.535 0.1412 -0.2915 0.1488
H -1.199 -7.772 -11.790 0.6528 0.1128 -0.2572
H -2.161 -6.285 -9.770 0.0171 0.2122 -0.1986
H -3.191 -7.280 -10.827 -0.1897 0.2741 -0.0611
H -1.471 -4.101 -12.888 -0.4500 0.2885 0.1545
H -3.035 -4.499 -13.775 0.3232 0.2098 -0.0852
C 8.092 -2.385 3.619 -0.7347 0.2154 -0.0235
C 9.303 -1.384 3.525 -0.7712 0.0151 2.0168
C 9.045 -0.364 4.703 0.1729 -1.4619 0.1593
S 8.371 -1.435 6.162 -0.9004 -0.2849 -1.6013
O 7.113 -0.817 6.577 1.1783 -0.5020 -0.0670
O 9.337 -1.913 7.138 -0.2924 1.0828 -0.5957
C 8.004 -2.903 5.091 1.2379 1.4170 -0.6403
H 8.147 -3.240 2.945 0.5726 -0.0662 0.0381
H 7.176 -1.913 3.265 -0.0984 0.4201 0.3655
H 9.337 -0.764 2.629 0.0484 -0.5652 -0.2144
H 10.230 -1.926 3.711 0.1044 0.0751 -0.3314
H 8.295 0.306 4.284 -0.3358 0.0558 0.9185
H 9.895 0.196 5.094 0.0647 -0.1619 -0.2136
H 7.128 -3.356 5.555 -0.0992 -0.0268 -0.6472
H 8.888 -3.541 5.119 -0.1532 -0.2043 0.8361
C -4.664 3.523 8.544 0.0992 0.5618 -1.0331
C -6.138 3.231 8.877 0.0479 0.6464 1.4331
C -6.915 4.519 8.768 0.2749 1.9018 -0.0209
S -5.762 5.874 9.409 -0.6009 -0.0331 -1.0315
O -5.840 5.802 10.865 0.2848 0.4246 -1.0607
O -5.882 7.154 8.665 -0.1036 -2.1254 1.4784
C -4.247 5.023 8.841 -0.8936 -0.7696 0.4143
H -4.615 3.430 7.459 0.3820 -0.0683 -0.0878
H -3.967 2.796 8.961 -0.1424 0.1335 0.1434
H -6.180 2.946 9.928 -0.1449 -0.1532 0.1180
H -6.664 2.448 8.330 0.5624 -0.0619 -0.3291
H -7.846 4.534 9.333 0.1792 0.1336 0.1004
H -7.114 4.906 7.769 -0.0236 -0.4669 -0.2796
H -3.579 5.191 9.686 0.2178 -0.3385 -0.1699
H -3.868 5.480 7.927 -0.1338 0.2223 0.2988
C -3.669 9.949 2.584 0.0793 -0.0200 -1.3857
C -2.708 10.511 3.620 0.6018 -1.0266 0.1639
C -1.353 9.696 3.494 -1.2992 0.5100 1.0390
S -1.784 8.088 2.665 1.5491 -0.4070 -2.3033
O -1.503 6.859 3.429 -0.3071 2.0586 -0.8753
O -1.276 8.225 1.252 -0.8055 -0.3808 3.0856
C -3.522 8.412 2.549 -0.4341 1.0458 1.2713
H -3.401 10.335 1.600 -0.1789 0.1451 -0.1073
H -4.728 10.128 2.769 0.1223 0.4464 0.0652
H -3.145 10.344 4.605 0.1556 -0.2797 0.1615
H -2.463 11.573 3.633 -0.3200 0.0290 -0.6575
H -1.075 9.637 4.546 0.6764 -0.8490 -0.2837
H -0.590 10.236 2.934 -0.1400 -0.4251 -0.2240
H -3.979 8.145 3.502 0.0273 -0.8607 -0.0773
H -3.986 7.921 1.694 0.2785 -0.0152 0.1451
C 2.430 1.550 -8.190 -0.6913 -0.1264 -0.0037
C 3.569 0.902 -7.404 -0.8570 -1.4210 0.2957
C 4.053 -0.213 -8.343 -0.4333 0.4708 -0.5850
S 2.535 -1.060 -8.938 1.3126 0.3669 -0.9857
O 2.352 -2.249 -8.134 -0.6113 0.4808 -0.0347
O 2.628 -1.203 -10.398 -0.3316 0.2461 1.6114
C 1.410 0.375 -8.536 1.9851 -0.5127 -0.1101
H 2.891 2.083 -9.022 -0.5478 -0.2311 -0.4961
H 1.843 2.275 -7.627 0.2521 0.1033 0.1605
H 3.060 0.432 -6.563 0.3045 -0.1956 0.4378
H 4.379 1.492 -6.974 -0.1825 0.3699 -0.4881
H 4.812 -0.905 -7.978 -0.3489 -0.0707 0.0454
H 4.373 0.254 -9.274 0.4711 -0.0211 0.0097
H 0.913 0.045 -7.624 -0.3081 0.2733 -0.1436
H 0.766 0.473 -9.410 -0.0210 0.2417 0.2968
C -3.431 -4.550 6.196 -0.3792 0.0179 -0.4906
C -3.791 -3.540 7.363 1.4254 -0.0929 -0.4728
C -2.637 -3.579 8.390 -0.5689 -1.4008 0.5708
S -1.593 -5.007 7.950 1.9100 0.1428 1.4439
O -1.451 -5.945 9.076 -0.1588 1.2902 -1.3602
O -0.388 -4.440 7.331 -1.0908 -0.7700 0.3060
C -2.638 -5.744 6.730 -0.6187 0.2423 1.2510
H -2.845 -4.063 5.416 -0.0654 0.2514 0.1064
H -4.352 -4.905 5.734 0.0447 0.0486 -0.0893
H -4.721 -3.766 7.884 0.0076 -0.1664 -0.3538
H -3.840 -2.527 6.962 -0.3036 -0.1426 -0.1384
H -3.051 -3.915 9.340 0.1526 0.3511 0.2171
H -2.006 -2.705 8.547 -0.0956 -0.1369 -0.3571
H -3.306 -6.377 7.314 -0.0058 -0.1282 0.0492
H -1.983 -6.414 6.173 -0.2336 0.4960 -0.6879
C 1.582 -9.534 -5.280 -0.7077 -0.2658 -0.5570
C 1.335 -10.007 -3.850 1.0132 -0.0229 0.2083
C -0.102 -10.378 -3.606 -1.5901 0.5254 -1.0553
S -0.822 -10.819 -5.334 -0.4316 -0.6604 1.4307
O -1.891 -9.845 -5.638 1.9165 -1.3806 0.1263
O -1.097 -12.267 -5.419 0.3147 2.0998 -0.0830
C 0.772 -10.471 -6.142 -0.0290 -0.1189 -1.6080
H 2.617 -9.567 -5.622 0.1212 -0.1670 0.4165
H 1.262 -8.510 -5.472 -0.2029 0.0949 0.3797
H 1.769 -9.234 -3.216 -0.3973 -0.2452 0.5772
H 1.845 -10.951 -3.661 0.6769 0.1932 -0.1857
H -0.759 -9.560 -3.308 0.1326 0.1168 0.0298
H -0.244 -11.197 -2.900 0.0185 -0.0882 -0.3533
H 0.648 -10.104 -7.161 -0.5473 0.2752 0.0828
H 1.303 -11.406 -6.320 -0.2904 -0.3460 0.5875
C 4.811 0.595 13.401 -0.6003 0.1979 0.8410
C 4.689 -0.806 12.787 -0.9826 -0.3201 -0.3222
C 3.396 -0.748 11.975 -0.2874 1.3585 -0.0982
S 2.198 0.093 13.058 0.3922 2.4702 -1.8205
O 1.350 -0.796 13.755 -0.9471 -1.3887 1.1483
O 1.551 1.170 12.269 1.2555 -1.4638 1.2237
C 3.487 0.815 14.192 -0.9359 -0.4444 -0.5605
H 4.799 1.401 12.667 0.4619 -0.2271 -0.3225
H 5.692 0.689 14.036 -0.0896 0.1003 0.0095
H 4.524 -1.530 13.585 0.3407 -0.1237 0.1563
H 5.475 -1.180 12.132 0.3125 0.4093 0.2612
H 3.020 -1.614 11.431 -0.0650 -0.0857 0.5530
H 3.492 0.081 11.274 0.2409 -0.2543 -0.5330
H 3.360 0.314 15.151 0.3888 -0.4584 -0.1733
H 3.116 1.823 14.377 0.5074 0.2282 -0.3864
C -6.912 12.672 -7.534 0.5065 -0.6031 -0.1586
C -5.438 12.669 -7.131 -0.7725 0.5454 0.0257
O -5.239 11.569 -6.202 1.6725 -0.2651 -0.3578
P -3.765 10.870 -6.171 -0.9839 0.3333 -0.1927
O -3.613 9.749 -5.236 -0.3437 0.4513 -0.3329
O -2.705 12.051 -5.896 -0.7958 -0.1203 -1.3787
C -2.784 12.658 -4.595 1.2514 0.1625 -0.4675
C -1.794 13.812 -4.447 -0.0611 0.4755 0.2086
O -3.613 10.520 -7.728 -1.1192 0.7921 0.7671
C -2.399 9.963 -8.135 1.3903 -0.9087 -0.7638
C -2.413 9.478 -9.603 -0.7154 0.1893 0.4953
H -7.084 13.377 -8.346 -0.1056 0.4058 0.3806
H -7.180 11.710 -7.972 0.1120 -0.1941 0.1445
H -7.541 12.815 -6.655 -0.0803 0.2946 -0.2175
H -4.797 12.680 -8.013 0.1118 -0.7838 0.0630
H -5.186 13.609 -6.640 -0.0593 -0.0111 0.4077
H -3.799 13.025 -4.448 -0.0275 -0.3755 0.4726
H -2.425 11.849 -3.958 -0.7173 0.2434 0.6612
H -1.636 13.876 -3.370 0.4243 0.0863 0.0225
H -0.845 13.728 -4.976 0.0240 -0.7333 0.2107
H -2.112 14.815 -4.732 -0.7105 -0.1714 -0.2176
H -1.648 10.744 -8.016 0.3223 -0.1327 -0.1014
H -2.181 9.142 -7.452 0.3206 -0.1223 -0.0797
H -2.979 8.565 -9.788 -0.0587 -0.1454 0.5090
H -2.933 10.218 -10.212 0.4099 0.2595 -0.1430
H -1.403 9.280 -9.960 -0.0007 0.3232 0.0424
C -7.012 -2.039 -5.703 -1.6340 -0.1443 -1.0170
C -8.163 -3.093 -5.790 1.2270 1.3667 0.1654
O -8.063 -3.686 -4.517 -0.1823 -1.7918 1.5883
P -9.180 -4.711 -4.016 -0.7615 -1.4322 3.5530
O -9.012 -5.359 -2.643 0.3761 1.9388 -3.1075
O -9.322 -5.802 -5.163 -0.8458 1.2808 0.4367
C -8.371 -6.861 -5.196 1.7830 0.6102 -0.7764
C -9.061 -8.155 -5.129 -1.1357 -1.1186 -0.0363
O -10.550 -3.882 -4.128 0.2870 -0.2689 -0.1436
C -10.874 -2.671 -3.404 -0.3665 0.9933 -0.8305
C -11.924 -1.939 -4.255 0.0533 -0.6212 -0.8315
H -6.089 -2.567 -5.461 -0.0950 0.2413 0.0756
H -6.933 -1.525 -6.661 0.2806 -0.0500 -0.0885
H -7.297 -1.278 -4.977 0.3314 -0.1916 0.2440
H -9.184 -2.713 -5.833 0.1720 0.4672 -0.6625
H -7.964 -3.788 -6.606 -0.1667 -0.2329 0.1258
H -7.824 -6.656 -6.116 -0.0117 -0.5492 -0.3257
H -7.597 -6.776 -4.433 -0.3162 0.1768 0.4548
H -9.821 -8.232 -5.906 -0.1432 0.1785 -0.0052
H -8.456 -9.052 -5.262 0.4599 0.3041 0.1575
H -9.563 -8.217 -4.164 -0.0483 -0.1484 0.0166
H -11.211 -2.838 -2.381 0.0651 -0.5397 -0.1459
H -10.037 -1.974 -3.364 0.5018 -0.3938 0.1140
H -12.103 -0.889 -4.020 -0.0224 -0.2018 0.5660
H -11.565 -1.922 -5.284 0.3581 0.0554 -0.0849
H -12.855 -2.494 -4.373 -0.1495 0.0758 0.5620
C 0.278 -0.008 3.166 -0.6663 0.7043 0.6612
C 1.026 -0.572 1.992 0.7367 0.0185 1.7566
O 0.476 -0.050 0.827 -0.4200 0.4552 -2.7538
P 1.150 -0.349 -0.603 1.7266 -1.2199 -0.7944
O 2.635 -0.179 -0.749 -2.2092 1.0352 0.3766
O 0.892 -1.919 -0.798 -1.2540 0.6334 -0.4702
C 0.933 -2.526 -2.130 0.1814 0.3318 0.2976
C -0.475 -2.714 -2.689 0.5010 -0.0165 0.6014
O 0.163 0.398 -1.689 1.9271 -2.0972 1.6417
C -0.035 1.775 -1.541 -2.1592 1.1115 -0.0261
C -1.410 2.070 -2.211 1.4599 0.1089 -0.4658
H -0.791 -0.219 3.180 0.0230 -0.5012 -0.1444
H 0.711 -0.319 4.116 0.0294 -0.2753 -0.0930
H 0.299 1.082 3.189 0.3411 0.1307 -0.2556
H 2.050 -0.214 2.092 0.2609 -0.3737 -0.2020
H 0.984 -1.661 2.018 0.1028 -0.0496 -0.2864
H 1.503 -1.881 -2.799 0.1541 0.0421 0.0414
H 1.524 -3.426 -1.963 -0.3403 -0.1721 -0.2424
H -0.471 -3.311 -3.602 0.1003 0.0830 -0.0276
H -1.090 -3.221 -1.945 -0.1062 0.0421 -0.0731
H -0.874 -1.719 -2.890 -0.2114 -0.1484 -0.0567
H -0.129 2.046 -0.489 0.1497 -0.1140 0.1494
H 0.755 2.393 -1.967 0.1320 -0.2697 -0.2053
H -1.685 3.065 -1.859 -0.6170 -0.1674 -0.2482
H -1.277 2.060 -3.293 0.1652 0.4908 -0.1419
H -2.150 1.276 -2.108 -0.0055 0.2203 0.9612
C 9.080 7.333 5.920 0.5527 0.2583 -0.7822
C 8.347 8.690 5.719 0.6921 -1.4189 0.3343
O 7.502 8.570 4.585 -2.1810 -0.5083 -0.3189
P 5.885 8.348 4.708 -0.1734 1.0843 0.7146
O 5.159 9.522 5.330 1.1409 -2.5297 -1.8253
O 5.555 7.885 3.157 0.3998 0.5268 2.7368
C 6.355 6.784 2.697 0.3440 0.4101 -3.1250
C 5.504 5.678 2.053 0.6589 -0.4951 1.9958
O 5.738 6.978 5.591 0.2800 1.0367 -0.7831
C 4.465 6.495 6.051 -0.8135 0.2378 0.5270
C 4.637 5.595 7.234 -0.1620 -1.0229 0.7914
H 9.842 7.308 5.140 0.3302 0.0652 0.0220
H 9.608 7.218 6.866 -0.2345 0.2057 0.1045
H 8.538 6.417 5.688 -0.7328 0.3141 0.4702
H 7.806 9.013 6.609 -0.0272 0.1521 -0.1243
H 9.119 9.395 5.410 -0.2695 0.3283 0.3989
H 6.935 7.165 1.856 0.2043 0.6318 0.0842
H 7.137 6.415 3.361 -0.6521 -0.0595 0.5620
H 5.309 5.098 2.955 -0.9496 -0.7129 -0.4006
H 4.593 5.936 1.514 0.2519 0.4029 0.2393
H 6.150 5.060 1.429 -0.0164 0.0829 -0.0962
H 3.775 7.260 6.407 0.4805 0.8042 -0.3570
H 3.912 6.003 5.252 0.3587 -0.2011 -0.2407
H 5.117 6.027 8.112 0.6159 0.3228 -0.4427
H 3.671 5.360 7.681 -0.4375 -0.0424 -0.4676
H 5.074 4.625 6.997 0.3222 0.1270 -0.0185
C 12.492 -7.433 -4.857 -0.9899 -0.7978 -0.3770
C 12.741 -7.611 -3.343 0.4789 -0.4992 -2.4940
O 13.148 -6.354 -2.932 -1.4749 3.8517 2.3375
P 12.030 -5.346 -2.186 2.4610 0.4647 1.4533
O 12.666 -4.097 -1.591 -1.6156 -2.8093 -1.8362
O 11.414 -6.296 -0.975 -0.7923 0.3227 -3.0499
C 12.161 -6.678 0.135 2.4515 0.4367 1.6296
C 13.529 -7.411 -0.150 -0.9295 -0.1179 -0.2615
O 10.824 -5.185 -3.265 2.5409 -0.4501 1.1079
C 9.747 -4.327 -2.890 -0.8039 -0.7221 0.7846
C 8.672 -5.278 -2.338 -0.2474 1.2231 -0.7601
H 12.198 -8.343 -5.380 -0.4828 -0.3095 0.3709
H 11.704 -6.691 -4.985 0.0060 -0.0790 -0.1556
H 13.332 -7.144 -5.489 0.4829 0.4324 0.8141
H 11.888 -7.927 -2.743 0.0032 -0.5092 -0.3701
H 13.622 -8.247 -3.255 -0.2580 -0.3523 0.5343
H 12.381 -5.746 0.655 0.3379 0.0494 0.2421
H 11.548 -7.225 0.852 -0.2885 -0.3629 -0.5730
H 13.968 -7.934 0.700 -0.3344 0.4586 0.4923
H 13.384 -8.233 -0.851 -0.1192 0.1471 -0.2685
H 14.285 -6.736 -0.551 -0.1876 0.0355 -0.0240
H 10.062 -3.591 -2.151 0.1545 -0.0084 -0.0086
H 9.432 -3.799 -3.790 -0.0555 -0.1241 0.0609
H 9.042 -5.950 -1.564 0.0386 0.2590 -0.0717
H 7.873 -4.633 -1.971 -0.2696 -0.3098 0.2305
H 8.296 -5.841 -3.192 -0.1149 -0.2253 0.2003
C -12.661 2.063 1.623 1.1811 0.4709 -0.0480
C -11.457 3.024 1.294 -0.0682 0.1093 0.6573
O -10.245 2.364 0.836 1.0456 -1.4881 -0.1973
P -8.818 2.447 1.621 -0.7046 -0.0747 0.6571
O -8.966 2.129 3.075 0.8460 0.4724 -2.0052
O -8.456 4.000 1.326 0.5841 -0.8753 -0.7263
C -8.456 4.402 -0.087 -0.1406 0.2291 0.2984
C -8.944 5.814 -0.197 -0.6168 0.3076 -0.2096
O -7.738 1.554 0.732 -2.0879 1.0703 1.1241
C -6.397 1.206 1.232 -0.1784 0.8346 -1.6087
C -6.057 -0.134 0.671 -0.6664 -1.6536 0.7944
H -12.629 1.226 0.926 -0.1189 -0.0505 0.1536
H -12.630 1.725 2.659 0.5006 -0.3277 -0.1298
H -13.642 2.538 1.580 0.1972 0.4115 -0.5269
H -11.686 3.739 0.503 -0.2733 -0.1744 -0.0817
H -11.159 3.610 2.163 -0.3500 0.0139 0.1749
H -7.494 4.339 -0.596 0.4250 -0.3848 0.7161
H -9.136 3.773 -0.662 -0.0060 -0.1621 0.1911
H -10.008 5.849 0.038 -0.0553 0.1188 0.0076
H -8.455 6.572 0.415 0.3041 -0.3275 0.0529
H -8.820 6.079 -1.247 -0.1012 0.2780 -0.0452
H -5.731 1.843 0.649 0.0813 0.9275 0.8980
H -6.382 1.319 2.316 0.2969 -0.0962 -0.1786
H -6.785 -0.821 1.100 0.0248 -0.4377 -0.2513
H -6.098 -0.221 -0.415 -0.2168 0.4510 0.0496
H -5.076 -0.512 0.962 0.1179 0.3590 0.2324
```
Positions in Å, forces in eV/Å.

Properties
- HOMO energy: -10.0 eV
- Gap between HOMO and LUMO: 9.9 eV
- Charge: 0